C19H31N2O5S2 | ωB97M-V/def2-TZVPD

```
59
Properties=species:S:1:pos:R:3:forces:R:3
O 0.319 -2.901 1.981 0.5 -0.6 0.1
C 0.650 -1.099 -1.231 -0.1 0.3 -0.2
O 2.357 -2.856 3.016 -1.3 0.8 -1.6
H -0.743 0.448 -1.807 -0.3 0.1 0.0
H -2.029 5.445 -2.195 0.0 0.0 0.0
N -3.801 -0.878 0.359 1.5 -0.6 0.5
H 3.476 -0.285 1.530 0.0 0.2 0.2
H 0.537 6.598 0.431 0.0 0.1 -0.1
C 3.250 -0.906 0.670 0.3 -0.5 -0.4
S -1.502 0.247 1.200 0.2 -0.5 0.3
O -4.536 -3.579 0.861 -0.1 -0.1 -0.1
O 1.910 4.115 -0.913 -0.3 0.1 0.0
H -0.975 6.807 -1.735 0.0 0.0 0.0
H -4.628 -1.271 -1.511 0.0 0.1 -0.2
H 3.077 -0.283 -0.203 -0.1 0.4 0.0
H 0.293 5.014 -2.738 -0.1 0.2 0.0
H -3.106 -2.063 -1.283 0.4 -0.1 0.3
H -3.810 -0.790 2.441 0.2 0.2 0.1
H -4.640 -3.054 2.795 -0.1 0.0 0.3
H -1.550 5.644 -0.497 0.0 0.0 0.0
C -0.059 -2.669 0.696 -0.9 -0.1 -1.3
H 4.555 -3.455 1.694 -0.2 -0.1 0.3
C -4.749 -2.577 1.830 0.5 -0.3 -0.2
H 5.258 -1.180 -0.112 -0.1 0.5 0.1
C -0.131 0.931 0.215 -0.7 0.5 -0.3
C 0.929 -1.733 0.075 0.0 -0.4 0.5
C -1.237 5.775 -1.528 -0.1 -0.2 0.0
O -0.992 -3.186 0.124 0.9 0.6 1.2
H 1.554 -1.100 -1.828 0.2 0.0 -0.1
H 4.912 -1.888 2.433 0.1 0.0 0.3
C -3.668 -1.538 1.666 -0.7 0.0 0.2
C 4.469 -1.788 0.318 0.1 -1.0 0.3
C 1.196 5.059 -0.900 0.9 -0.3 0.4
H -5.742 -2.141 1.721 -0.2 0.1 0.1
N -0.047 4.907 -1.774 0.0 -0.2 -0.4
H 2.274 6.238 0.453 0.1 0.0 0.0
H -0.071 -1.711 -1.762 -0.1 -0.2 0.0
H -0.272 2.007 0.154 -0.1 0.2 -0.1
C 1.402 6.344 -0.183 -0.3 0.0 0.0
C 0.119 0.366 -1.164 0.6 -0.4 -0.1
H 1.574 7.148 -0.903 -0.1 0.0 0.0
H -2.722 -2.056 1.792 0.3 0.0 -0.1
C -2.873 0.096 0.093 -0.7 0.6 -0.3
H 0.741 0.766 0.837 0.1 -0.1 0.3
H -0.269 3.904 -1.718 -0.2 0.1 0.2
H 3.387 -2.438 -1.459 0.0 0.1 -0.3
C -4.031 -1.804 -0.779 -0.8 0.3 -0.5
H 0.887 0.998 -1.608 0.1 0.2 0.0
C 1.672 -2.505 2.085 0.7 -0.6 1.5
H -4.648 -3.823 -1.134 0.2 -0.1 -0.2
C -4.830 -3.044 -0.404 -0.3 0.0 0.0
S -3.116 1.144 -1.159 0.3 0.2 -0.4
H 3.649 -3.707 -0.303 -0.1 -0.2 0.1
H 6.101 -2.720 1.419 0.2 0.0 0.0
C 1.989 -1.673 0.889 -0.2 0.2 -0.1
H -5.898 -2.817 -0.456 -0.2 0.1 0.1
C 5.048 -2.503 1.553 -0.1 0.3 -0.5
C 4.108 -2.829 -0.747 -0.2 0.3 0.0
H 4.984 -3.152 -1.295 0.2 -0.1 -0.1
```
Positions in Å, forces in eV/Å.

Properties
spin multiplicity	1
HOMO energy	-10.9	eV
DFT total energy	-55086.55706	eV
net charge	+1
frontier orbital gap	7.01	eV
E_LUMO	-3.90	eV

=====

C19H31N5O3 | ωB97M-V/def2-TZVPD

```
58
Properties=species:S:1:pos:R:3:forces:R:3
H 2.143 -4.164 2.329 0.0 0.0 0.0
H -2.728 -0.010 -5.077 0.0 0.0 0.0
H 1.559 2.402 2.934 0.0 0.0 0.0
H 0.520 -4.276 1.613 0.0 0.0 0.0
H -2.912 4.181 -1.976 0.0 0.0 0.0
C -0.825 -1.615 1.010 0.0 -0.1 0.0
H 3.708 3.369 2.223 0.0 0.0 0.0
C 1.101 0.121 4.357 0.0 0.0 0.0
H -2.862 -2.863 -0.622 0.0 0.0 0.0
O 3.448 1.693 1.138 0.0 0.0 0.0
H -0.578 -0.840 -4.220 0.0 0.0 0.0
H -0.726 -0.901 1.831 0.0 0.0 0.0
H -1.365 -0.199 -0.507 0.0 0.0 0.0
N -2.420 -0.896 -3.234 0.0 0.0 0.0
C 3.631 2.298 2.407 0.0 0.0 0.0
H -3.661 2.088 -4.297 0.0 0.0 0.0
C 0.561 -1.873 0.423 0.0 0.1 0.0
O 3.059 -2.218 3.007 0.0 0.0 0.0
H 0.499 -2.589 -0.400 0.0 0.0 0.0
H 4.329 -0.102 1.672 0.0 0.0 0.0
N 0.225 1.561 -2.526 0.0 0.0 0.0
H 2.654 2.439 4.316 0.0 0.0 0.0
H 1.298 0.166 1.648 0.0 0.0 0.0
C -3.288 1.402 -3.534 0.0 0.0 0.0
C -0.992 -0.576 -3.243 0.0 0.0 0.0
H 3.211 0.059 3.986 0.0 0.0 0.0
N 1.492 -2.431 1.391 0.0 0.0 0.0
H -2.716 -0.720 0.475 0.0 0.0 0.0
C 2.285 -1.693 2.219 0.0 0.0 0.0
C -2.226 -2.106 -1.080 0.0 0.0 0.0
H 0.186 0.502 3.892 0.0 0.0 0.0
H -0.456 -1.156 -2.499 0.0 0.0 0.0
C -0.861 0.888 -2.972 0.0 0.0 0.0
C -2.036 4.233 -2.622 0.0 0.0 0.0
H 4.579 1.954 2.845 0.0 0.0 0.0
C -1.810 -1.074 -0.021 0.1 0.0 -0.1
H 0.999 -0.958 4.486 0.0 0.0 0.0
H 1.955 -4.311 0.570 0.0 0.0 0.0
C 2.315 0.463 3.505 0.0 0.0 0.0
H -1.363 -2.614 -1.510 0.0 0.0 0.0
C -3.063 -1.430 -2.144 0.0 0.0 0.0
H -2.335 4.575 -3.612 0.0 0.0 0.0
H 1.179 0.571 5.348 0.0 0.0 0.0
O -4.273 -1.342 -2.019 0.0 0.0 0.0
N -1.393 2.940 -2.702 0.0 0.0 0.0
H -1.210 -2.541 1.449 0.0 0.0 0.0
C 3.395 0.287 1.242 0.0 0.0 0.0
C 1.529 -3.880 1.480 0.0 0.0 0.0
H -4.208 -0.451 -4.201 0.0 0.0 0.0
C -3.214 -0.026 -4.100 0.0 0.0 0.0
H 3.299 -0.094 0.224 0.0 0.0 0.0
H 0.964 -0.953 -0.005 0.0 0.0 0.0
C 2.224 -0.176 2.116 0.0 0.0 0.0
C -1.909 1.758 -3.094 0.0 0.0 0.0
C 2.480 1.973 3.342 0.0 0.0 0.0
N -0.101 2.805 -2.366 0.0 0.0 0.0
H -3.986 1.427 -2.693 0.0 0.0 0.0
H -1.313 4.925 -2.202 0.0 0.0 0.0
```
Positions in Å, forces in eV/Å.

Properties
spin multiplicity	1
HOMO energy	-9.2	eV
DFT total energy	-33799.48121	eV
net charge	0
frontier orbital gap	9.77	eV
E_LUMO	0.61	eV

=====

C19H32AsF5N6OS2Sn | ωB97M-V/def2-TZVPD

```
67
Properties=species:S:1:pos:R:3:forces:R:3
H -1.660 1.463 -2.089 0.0 0.0 0.0
H -1.183 5.622 0.444 0.0 0.0 0.0
H 0.554 -0.225 4.302 0.1 -0.1 0.0
C -0.846 -5.301 1.290 0.0 0.0 0.0
S 2.086 0.329 -0.276 0.0 0.0 0.1
N -0.652 1.363 -2.185 -0.1 0.0 -0.2
C -3.540 -2.672 4.232 0.0 0.0 0.0
H -1.558 -0.192 5.360 0.0 0.0 0.0
F -2.145 -3.598 0.274 0.1 0.0 0.1
H -0.456 2.250 -4.086 0.0 0.0 -0.1
C -1.163 -1.354 3.609 -0.1 0.0 0.0
F 0.021 -3.595 -0.015 -0.2 0.1 0.1
C 0.077 -0.612 3.403 0.1 0.0 0.1
N -1.308 -1.598 -2.794 0.0 -0.1 -0.1
H 4.431 1.179 0.824 0.0 0.0 0.0
H 1.132 4.450 -0.885 0.0 0.0 0.0
C -0.924 -1.205 -4.157 0.0 0.0 0.0
C -2.793 -3.080 3.133 -0.2 0.0 0.0
H 3.135 -0.621 -2.362 0.1 0.1 0.0
C -0.319 1.268 -3.628 0.1 -0.2 -0.1
H 1.773 1.527 -3.144 0.0 0.0 -0.1
C 1.615 4.077 0.016 0.0 0.0 0.1
N 3.785 1.151 1.593 -0.1 0.0 0.0
H -0.041 6.320 1.618 0.0 0.0 0.0
H -0.270 2.232 -1.822 0.0 0.0 0.0
H -1.477 -1.784 -4.901 0.0 0.1 -0.1
F -0.719 -5.999 0.162 0.0 0.0 0.1
H 0.846 -1.261 -5.388 0.1 -0.1 0.0
O -0.723 -2.847 1.847 0.0 0.1 0.2
S -1.130 2.283 1.052 0.0 -0.2 -0.2
F 0.235 -5.472 2.042 0.0 0.0 0.0
H -1.221 -2.607 -2.699 0.0 0.0 0.1
H 1.455 1.017 -4.820 0.1 0.0 0.0
C -0.713 5.487 1.415 0.0 0.1 0.1
H 2.336 4.816 0.367 0.0 0.0 0.0
H -4.466 -3.187 4.454 0.0 0.0 0.0
C 0.574 -1.486 -4.354 0.0 0.0 0.1
C -1.613 -2.433 2.840 0.2 -0.2 -0.1
N 1.874 0.282 2.458 0.2 0.2 0.4
H -1.036 0.472 -5.473 -0.1 0.0 0.0
F -1.910 -5.759 1.939 0.0 0.2 0.1
H -3.660 -1.350 5.920 0.0 0.0 0.0
H 2.119 3.135 -0.181 0.0 0.0 0.0
C -0.964 -3.784 0.907 0.0 -0.2 -0.6
H 4.179 1.105 2.520 0.0 0.0 0.0
N 2.794 -0.942 -3.277 -0.2 0.0 0.0
C -3.096 -1.644 5.046 0.0 0.0 0.0
H 0.777 -2.546 -4.165 0.0 0.0 0.0
H -2.295 -1.402 -2.656 0.0 0.0 0.1
H 1.783 2.718 3.033 0.0 0.0 0.0
H -3.156 -3.898 2.536 0.1 -0.1 -0.1
N 0.656 -0.349 2.293 0.1 0.0 -0.6
C 1.158 0.877 -3.776 0.0 0.0 0.2
As 0.281 3.845 1.390 0.2 0.1 0.0
C -1.912 -1.003 4.735 0.0 0.1 -0.1
H 0.461 3.572 3.859 0.0 0.0 0.0
Sn -0.379 -0.140 0.085 -0.3 0.0 0.4
C 1.199 3.636 3.064 0.0 0.1 0.0
C 1.327 -0.587 -3.388 -0.3 0.2 -0.3
H 2.928 -1.952 -3.329 0.0 -0.1 0.0
H 0.909 -0.742 -2.398 0.1 -0.1 0.1
H -2.257 0.496 -4.214 0.0 0.0 0.0
H -1.483 5.437 2.181 0.0 0.0 0.0
H 3.345 -0.507 -4.017 0.1 0.0 -0.1
C 2.574 0.554 1.419 -0.1 -0.1 -0.2
H 1.852 4.492 3.231 0.0 0.0 0.0
C -1.202 0.282 -4.411 -0.1 -0.1 0.4
```
Positions in Å, forces in eV/Å.

Properties
spin multiplicity	1
HOMO energy	-13.4	eV
DFT total energy	-133127.25179	eV
net charge	+2
frontier orbital gap	8.39	eV
E_LUMO	-5.04	eV

=====

C19H32BBrN5O2S | ωB97M-V/def2-TZVPD

```
61
Properties=species:S:1:pos:R:3:forces:R:3
Br -0.384 1.426 0.887 -0.1 -0.1 -0.1
C -3.406 3.342 1.147 0.3 0.1 0.0
H -1.861 3.840 -0.166 0.0 -0.1 0.1
C 0.489 -7.251 -0.700 0.1 -0.2 0.1
H -3.352 -0.265 1.618 0.3 0.5 0.7
C 1.816 -7.834 -0.227 0.0 0.0 0.0
H 2.421 -8.171 -1.072 0.0 0.0 0.0
H -0.093 -6.934 0.168 -0.1 0.1 -0.1
H 1.397 -0.325 -0.833 -0.1 -0.1 0.0
O -0.990 -0.970 -0.406 1.0 0.2 -0.5
B -2.144 -1.854 -0.654 -0.1 0.7 0.1
H -2.867 6.013 -0.887 0.1 0.0 0.1
H -2.399 0.456 -0.404 0.3 0.9 0.0
H 4.074 3.359 3.260 0.0 0.0 0.0
H 0.902 4.602 4.933 0.0 0.0 0.1
O -2.775 -1.900 0.667 0.1 -0.8 0.1
H 2.520 3.985 5.273 0.0 0.0 0.0
H 2.839 2.290 2.577 0.0 0.0 0.0
C -4.250 4.482 -1.484 0.0 0.1 0.0
H 3.475 3.619 1.618 0.0 0.0 0.0
C -1.629 0.040 0.254 -0.8 -1.3 0.6
N -1.814 -3.282 -1.294 0.3 0.2 0.3
H 2.395 -7.101 0.337 0.0 0.0 -0.1
H -2.823 -1.300 -1.516 -0.3 0.0 0.1
H -4.206 5.780 0.227 0.1 0.0 0.1
C 2.325 1.446 -3.547 0.1 0.1 0.3
H -1.734 -0.938 2.220 -0.1 0.0 0.3
H -4.847 5.163 -2.092 0.0 0.0 0.0
C -2.601 4.352 0.450 -0.3 0.1 -0.1
C -2.400 -0.737 1.382 -0.2 0.3 -1.3
C 1.136 2.543 4.654 0.0 0.3 0.1
C 2.096 4.249 3.159 0.2 0.0 -0.2
H -4.932 3.753 -1.045 0.1 0.0 0.0
H 1.229 4.196 2.498 -0.1 0.0 0.1
H 3.877 -0.456 -1.183 0.1 0.1 0.0
C 0.662 -6.070 -1.658 -0.1 0.0 0.2
C 3.204 -0.306 -2.031 -0.2 -0.3 0.0
C -2.598 -3.602 -2.119 -0.7 -0.4 -0.2
H 3.617 -0.869 -2.872 0.1 0.1 0.0
C 1.387 -4.975 -1.004 -0.2 0.0 -0.3
H 2.795 1.765 -1.534 -0.1 0.0 0.0
H 1.134 -0.791 -2.515 0.0 0.1 0.0
S -3.786 -3.942 -3.148 0.5 -0.2 0.0
N -4.054 2.565 1.687 -0.1 0.0 0.0
H 1.216 -6.375 -2.547 0.0 0.0 0.0
H -0.311 -5.695 -1.977 0.0 0.1 0.0
H 4.183 1.543 -2.604 0.0 0.1 0.0
H 1.645 -8.689 0.429 0.0 0.0 0.0
H 2.457 5.280 3.134 -0.1 0.0 0.1
H 1.902 -1.913 -1.405 0.0 0.1 0.1
N 0.709 1.480 4.668 0.0 -0.2 0.1
H -0.086 -8.031 -1.203 -0.1 0.1 0.0
N 1.950 -4.120 -0.486 0.2 -0.1 0.1
C 3.176 1.188 -2.377 0.0 -0.2 -0.2
C 1.829 -0.862 -1.677 0.2 0.1 0.0
C -3.491 5.254 -0.410 -0.2 0.0 -0.2
H -3.563 3.952 -2.146 0.0 0.0 0.0
H -2.066 4.943 1.194 0.0 -0.1 0.0
N 1.660 1.646 -4.461 0.0 0.0 -0.1
C 1.672 3.909 4.592 -0.1 -0.1 -0.3
C 3.184 3.323 2.627 0.0 0.0 0.0
```
Positions in Å, forces in eV/Å.

Properties
spin multiplicity	1
HOMO energy	-5.3	eV
DFT total energy	-113324.57680	eV
net charge	-1
frontier orbital gap	7.50	eV
E_LUMO	2.23	eV

=====

C19H32BN3O5 | ωB97M-V/def2-TZVPD

```
60
Properties=species:S:1:pos:R:3:forces:R:3
H 4.026 -0.279 -0.777 -0.3 0.0 0.2
C 1.562 -0.960 -0.004 -1.5 -1.9 0.5
O -1.336 -2.861 1.646 -0.1 0.4 -0.4
H -1.982 -2.561 2.295 0.1 -0.4 0.3
H -5.847 -1.640 0.525 0.0 0.0 0.1
O -3.067 3.840 2.482 0.1 0.0 -0.1
H -3.285 1.503 1.941 0.0 0.1 0.0
H -3.062 6.236 3.110 0.0 0.0 0.0
N 2.415 -1.771 0.812 1.9 1.5 -1.1
O 1.157 2.040 -0.788 0.1 -0.2 0.0
C 0.801 1.326 0.110 0.0 0.2 -0.3
C 2.021 -0.910 -1.452 0.4 1.0 -0.1
H -4.575 -1.687 -1.616 -0.1 -0.1 0.1
H 3.730 -1.388 -3.566 0.0 -0.1 0.0
O 1.622 0.358 0.623 -0.3 0.1 0.0
N -3.800 4.570 0.462 0.0 0.0 0.0
H 0.281 -0.356 2.593 0.7 -0.1 -0.1
C -3.385 4.763 1.750 -0.1 0.1 0.0
C 3.111 -2.781 0.494 -0.5 -0.3 0.2
C -1.674 1.693 -0.289 -0.3 -0.1 0.0
H 4.593 -3.425 1.881 0.1 0.0 0.0
N -3.360 6.064 2.168 0.0 0.0 0.0
C 3.503 0.946 -2.466 0.2 0.4 0.9
H 1.907 -1.889 -1.912 -0.1 -0.1 0.2
H -1.309 1.509 -1.299 0.2 0.0 0.1
H -5.182 -0.047 2.288 0.0 0.1 0.0
H -2.009 2.730 -0.297 0.0 0.0 0.0
H -0.592 -0.850 -0.451 -0.1 0.0 0.0
C -4.304 -1.007 -0.820 0.1 0.2 0.1
C -0.549 1.554 0.757 0.3 0.3 0.1
H 4.935 -1.864 1.155 0.1 0.0 -0.2
H 4.432 1.031 -3.029 -0.1 -0.1 -0.2
C 0.119 -1.507 0.058 0.2 0.0 0.4
H 5.237 -1.172 -2.713 0.1 -0.2 0.2
H 1.747 -4.429 0.307 0.0 0.0 0.1
H 3.375 -4.768 -0.312 0.0 -0.1 0.1
H 4.046 -2.449 -2.217 0.3 0.0 0.2
H 2.266 -3.799 -1.247 -0.1 0.1 0.1
H 0.077 -2.455 -0.485 0.1 0.1 -0.2
C 2.598 -4.011 -0.229 0.1 0.1 -0.6
C 4.187 -1.427 -2.570 -0.5 0.3 -0.3
C -5.009 -0.972 0.376 0.2 0.1 -0.3
H -4.069 5.316 -0.151 0.0 0.0 0.0
C -3.563 0.802 1.164 0.2 -0.1 -0.1
C -2.841 0.769 -0.031 -0.2 -0.1 -0.1
H -2.693 -0.163 -1.950 0.0 0.0 0.0
H -3.852 3.624 0.132 -0.1 0.0 0.0
C 3.453 -0.384 -1.698 0.5 -0.7 -0.9
O 0.068 -1.288 2.677 -0.8 0.2 0.1
C -3.232 -0.143 -1.010 0.0 0.1 -0.1
C -4.629 -0.064 1.357 -0.2 -0.2 0.1
H 5.150 -3.414 0.230 0.1 0.2 -0.2
H -0.449 2.510 1.276 0.0 0.0 0.1
B -0.379 -1.873 1.519 -0.1 0.1 0.0
H 2.631 1.104 -3.097 0.1 -0.2 -0.2
H -3.619 6.838 1.587 0.0 0.0 0.0
H 3.513 1.772 -1.755 -0.2 0.1 -0.1
C 4.549 -2.855 0.945 -0.4 -0.5 1.0
H 1.331 -0.266 -2.004 -0.1 0.0 0.1
H -0.787 0.817 1.516 -0.1 -0.1 -0.1
```
Positions in Å, forces in eV/Å.

Properties
spin multiplicity	1
HOMO energy	-8.4	eV
DFT total energy	-35609.31596	eV
net charge	0
frontier orbital gap	8.98	eV
E_LUMO	0.60	eV

=====

C19H32BrN3O14S | ωB97M-V/def2-TZVPD

```
70
Properties=species:S:1:pos:R:3:forces:R:3
C -2.000 -3.085 0.749 0.3 0.2 0.1
H -2.554 8.557 -0.161 0.0 0.0 0.0
O -4.847 -2.641 -4.291 -0.3 0.2 -0.5
H -1.688 -0.742 3.053 0.1 0.0 0.0
H -4.166 -4.116 -1.049 0.2 -0.4 0.3
O 5.376 3.095 -2.159 0.0 0.0 0.0
N -3.332 1.733 -1.926 0.0 0.1 0.1
Br -2.337 -5.808 -1.438 0.0 -0.1 0.1
N -1.950 -1.012 2.115 -0.1 -0.1 0.1
C 2.260 6.113 0.693 0.2 -0.1 0.0
H -2.297 6.902 -0.766 0.0 0.0 0.0
H -1.752 -2.946 2.849 0.0 -0.1 0.0
H 2.067 5.681 1.673 -0.1 0.0 0.0
H -3.258 -1.594 -0.200 -0.2 -0.2 -0.1
O -0.588 -3.338 0.686 -0.1 -0.2 -0.2
H 3.251 6.555 0.678 0.0 0.1 0.0
H -1.770 -1.568 -4.181 0.0 0.2 0.1
H 1.213 3.202 -1.751 0.1 0.1 0.0
H -0.419 -3.108 -1.886 -0.1 -0.1 0.1
C 4.296 2.334 -1.980 0.0 0.0 0.0
C 0.066 6.792 0.373 0.0 0.1 -0.1
H 6.773 1.829 -1.281 0.0 0.0 0.0
C -0.941 -1.830 -3.527 0.0 -0.1 0.0
H -0.125 -2.158 -4.173 0.0 0.0 0.0
H 7.383 3.110 -2.359 0.0 0.0 0.0
H 1.805 1.736 -2.565 0.1 0.0 0.0
O 3.227 3.127 -1.952 0.0 0.1 0.0
C -2.332 -2.426 2.086 0.0 0.1 0.1
C 1.501 -3.964 6.785 0.0 0.0 0.1
C 2.270 -3.202 2.272 0.0 0.1 -0.2
O 2.397 -4.742 4.426 0.0 0.0 0.0
H -0.452 -4.290 0.702 0.0 0.0 0.0
O -1.280 1.426 -1.188 -0.1 0.1 -0.1
O 1.771 -2.762 3.539 0.0 0.0 0.0
H 2.072 -2.395 1.575 -0.1 0.0 0.0
H -1.544 -1.479 -0.525 -0.1 0.1 0.1
H -2.539 2.851 -0.306 0.1 0.0 0.0
H -2.455 7.195 0.982 0.0 0.0 0.0
H 1.746 -4.099 1.950 0.0 0.0 0.0
O -0.682 7.864 0.125 0.0 0.0 0.0
H 0.946 -4.886 6.623 0.0 0.0 0.0
C 1.987 2.439 -1.755 -0.2 0.0 0.0
H 1.986 1.916 -0.801 0.0 -0.1 0.0
O -0.342 5.669 0.528 0.0 -0.1 0.0
C 1.910 -3.646 4.522 0.0 0.0 0.0
S -0.207 -0.371 -2.752 0.3 0.0 0.0
H -3.392 -2.586 2.319 0.0 0.0 -0.1
O 4.291 1.136 -1.864 0.0 0.0 0.0
H 3.340 -3.398 2.328 0.0 0.0 0.1
C -2.086 7.600 0.042 -0.1 0.1 0.0
O -3.879 -4.262 -3.063 0.0 0.0 0.4
O -3.541 -2.130 -2.530 0.1 -0.1 -0.1
H 6.599 1.664 -3.043 0.0 0.0 0.0
H 2.196 5.342 -0.072 0.0 0.0 0.0
C -2.452 2.096 -1.069 -0.1 0.1 0.0
N -2.728 0.761 -2.718 0.2 -0.1 0.0
C -1.252 -2.986 -2.578 -0.1 -0.1 -0.1
H 1.062 -3.403 7.604 0.0 0.0 0.0
C -2.558 -2.883 -1.772 0.3 0.1 0.1
H -2.726 -0.418 1.852 0.0 0.0 0.0
O 1.411 -3.114 5.639 0.0 0.0 0.0
C 6.605 2.366 -2.212 0.1 0.0 0.0
H -1.292 -3.891 -3.189 0.0 0.0 -0.1
O 1.340 7.172 0.416 0.0 0.0 0.0
C -1.543 0.611 -2.244 -0.1 0.0 -0.1
H -2.527 -4.039 0.698 -0.1 0.0 0.1
H 2.540 -4.198 7.007 0.0 0.0 0.0
C -3.328 -4.208 -1.740 -0.2 0.4 -0.5
C -2.369 -2.185 -0.427 0.0 0.1 0.0
C -4.158 -2.966 -3.394 0.2 0.0 0.3
```
Positions in Å, forces in eV/Å.

Properties
spin multiplicity	1
HOMO energy	-9.2	eV
DFT total energy	-134234.28562	eV
net charge	0
frontier orbital gap	9.43	eV
E_LUMO	0.25	eV

=====

| no. | molecular weight (Da) |
| --- | --- |
| 1 | 431.60 |
| 2 | 377.49 |
| 3 | 713.26 |
| 4 | 485.28 |
| 5 | 393.29 |
| 6 | 638.44 |